1.
{"formula": "C6H10NO4", "method": "the ωB97M-V functional and the def2-TZVPD basis", "smiles": "CN(C)[C@](C)(C(=O)[O-])C(=O)O", "e_above_lowest_kcal_mol": 0.0, "multiplicity": 1, "mol_weight_g_mol": 160.149, "total_charge": -1, "species": ["C", "C", "C", "C", "C", "C", "N", "O", "O", "O", "O", "H", "H", "H", "H", "H", "H", "H", "H", "H", "H"], "positions_angstrom": [[-0.545, 1.847, 0.749], [0.993, 0.044, 1.532], [-1.315, -0.749, 0.979], [1.173, -1.164, -0.998], [-0.637, 0.153, -1.820], [-0.154, 0.146, 0.570], [0.360, 0.016, -0.787], [-1.671, 2.069, 1.142], [2.029, 0.842, 1.242], [0.394, 2.571, 0.406], [1.016, -0.679, 2.511], [-1.922, -1.033, 0.123], [-1.944, -0.202, 1.679], [-0.941, -1.646, 1.476], [0.605, -2.107, -0.924], [1.619, -1.108, -1.995], [1.977, -1.186, -0.265], [-1.285, 0.993, -1.584], [-0.133, 0.349, -2.771], [-1.260, -0.750, -1.953], [1.644, 1.594, 0.690]], "atomic_forces_ev_per_a": [[-0.020, -2.335, -0.462], [0.617, -0.166, 0.527], [0.304, 0.017, 0.099], [-0.108, 0.093, -0.020], [0.094, 0.052, 0.007], [-0.408, 1.689, 0.316], [0.123, -0.391, -0.056], [-0.805, 0.406, 0.302], [0.002, -0.175, 0.198], [0.568, 0.858, -0.249], [0.000, 0.112, -0.329], [-0.101, 0.021, -0.087], [-0.034, -0.012, -0.027], [-0.066, -0.031, -0.076], [-0.023, -0.042, -0.032], [0.022, -0.076, -0.014], [0.088, -0.077, -0.026], [-0.092, 0.082, -0.041], [-0.057, 0.009, -0.033], [-0.013, 0.064, 0.021], [-0.090, -0.100, -0.020]]}



2.
{"formula": "C2H7N3S", "method": "the ωB97M-V functional and the def2-TZVPD basis", "smiles": "CNC(=S)NN", "e_above_lowest_kcal_mol": 13.1, "multiplicity": 1, "mol_weight_g_mol": 105.166, "species": ["C", "C", "H", "H", "H", "H", "H", "H", "H", "N", "N", "N", "S"], "positions_angstrom": [[1.281, 0.601, -1.715], [0.066, -0.316, 0.288], [1.136, 1.424, -2.465], [2.176, 0.880, -1.095], [1.433, -0.375, -2.183], [-0.677, 1.036, -1.017], [-1.758, 0.664, 0.563], [-0.684, -0.610, 2.690], [-1.681, -1.644, 1.916], [0.154, 0.511, -0.778], [-1.142, -0.100, 0.886], [-1.544, -0.666, 2.143], [1.239, -1.404, 0.766]], "atomic_forces_ev_per_a": [[0.591, 0.581, 0.986], [-0.572, 0.645, -0.364], [-0.204, -0.948, 0.757], [-0.580, -0.450, -0.823], [0.192, 0.269, -0.137], [0.300, -0.126, 0.024], [0.797, -0.840, 0.465], [-0.266, -0.282, 0.312], [-0.032, -0.274, 0.419], [0.333, 0.520, -1.153], [-1.051, 0.125, 0.806], [0.912, 0.451, -1.325], [-0.421, 0.328, 0.034]]}



3.
{"formula": "C38H65BCsF4N12O4", "method": "the ωB97M-V functional and the def2-TZVPD basis", "e_above_lowest_kcal_mol": 15.9, "multiplicity": 1, "mol_weight_g_mol": 973.727, "total_charge": -1, "species": ["Cs", "C", "N", "C", "C", "N", "C", "C", "N", "C", "C", "N", "C", "N", "C", "C", "N", "C", "C", "C", "C", "N", "C", "N", "C", "C", "N", "C", "C", "N", "C", "C", "H", "H", "H", "H", "H", "H", "H", "H", "H", "H", "H", "H", "H", "H", "H", "H", "H", "H", "H", "H", "H", "H", "H", "H", "H", "H", "H", "H", "H", "H", "H", "H", "H", "H", "H", "H", "H", "H", "H", "H", "H", "H", "H", "H", "H", "H", "H", "H", "C", "O", "C", "C", "C", "C", "C", "C", "N", "N", "C", "C", "O", "C", "C", "C", "C", "C", "C", "C", "C", "H", "H", "H", "H", "H", "H", "H", "H", "H", "H", "H", "H", "H", "O", "H", "H", "O", "H", "H", "F", "B", "F", "F", "F"], "positions_angstrom": [[0.498, 10.088, 19.384], [-2.250, 4.503, 16.011], [-1.206, 5.469, 16.084], [-1.633, 6.725, 16.716], [0.145, 5.196, 16.210], [0.879, 5.809, 17.051], [2.251, 5.474, 17.121], [3.035, 6.659, 17.783], [2.912, 6.922, 19.236], [3.759, 7.954, 19.717], [3.191, 8.440, 21.108], [3.393, 9.870, 21.143], [3.459, 10.537, 22.247], [3.107, 10.083, 23.529], [3.968, 10.431, 24.751], [1.879, 9.347, 23.780], [4.002, 11.826, 22.187], [4.786, 12.197, 21.017], [3.364, 12.951, 22.850], [2.820, 5.711, 20.091], [1.381, 5.294, 20.438], [0.951, 5.893, 21.708], [0.391, 5.034, 22.509], [0.893, 3.768, 22.880], [0.251, 2.509, 22.653], [2.325, 3.607, 23.070], [-0.760, 5.383, 23.204], [-1.626, 6.440, 22.620], [-1.110, 4.814, 24.432], [0.529, 4.214, 15.311], [0.329, 4.244, 13.861], [1.091, 2.957, 15.788], [-2.918, 4.664, 15.178], [-2.842, 4.619, 16.877], [-1.918, 3.463, 15.987], [-1.055, 6.993, 17.652], [-2.714, 6.765, 16.933], [-1.492, 7.532, 15.954], [2.779, 5.302, 16.120], [2.433, 4.613, 17.793], [2.827, 7.596, 17.209], [4.136, 6.477, 17.611], [3.800, 8.886, 19.104], [4.859, 7.668, 19.751], [3.806, 7.958, 21.898], [2.156, 8.069, 21.178], [4.860, 11.021, 24.422], [4.170, 9.481, 25.255], [3.349, 11.067, 25.490], [1.122, 9.518, 22.997], [1.460, 9.679, 24.733], [2.104, 8.232, 23.788], [4.270, 12.550, 20.127], [5.374, 11.343, 20.646], [5.477, 13.037, 21.249], [2.568, 12.573, 23.505], [2.942, 13.584, 22.046], [4.071, 13.481, 23.496], [3.380, 5.927, 21.011], [3.425, 4.861, 19.621], [1.252, 4.209, 20.440], [0.767, 5.771, 19.641], [-0.752, 2.494, 23.143], [0.808, 1.791, 23.277], [0.156, 2.210, 21.591], [2.906, 4.421, 23.442], [2.920, 3.297, 22.183], [2.440, 2.852, 23.855], [-1.884, 6.194, 21.573], [-1.150, 7.436, 22.603], [-2.544, 6.462, 23.232], [-1.775, 5.431, 25.048], [-0.253, 4.585, 25.118], [-1.742, 3.913, 24.231], [0.282, 5.264, 13.474], [-0.492, 3.620, 13.485], [1.186, 3.796, 13.378], [0.712, 2.758, 16.771], [2.213, 3.008, 15.784], [0.814, 2.088, 15.182], [3.375, 13.781, 16.019], [2.021, 14.216, 15.756], [1.789, 15.522, 16.209], [2.733, 16.543, 15.970], [2.505, 17.827, 16.493], [1.371, 18.074, 17.255], [0.292, 17.172, 17.265], [0.575, 15.880, 16.832], [-0.292, 14.797, 17.044], [-1.384, 15.155, 17.594], [-2.237, 14.190, 17.899], [-1.937, 12.800, 17.775], [-0.800, 12.358, 17.943], [-3.142, 11.917, 17.665], [-4.415, 12.374, 17.914], [-4.642, 13.801, 17.950], [-5.969, 14.333, 17.984], [-6.215, 15.639, 18.204], [-5.086, 16.550, 18.209], [-3.837, 16.037, 18.143], [-3.558, 14.691, 18.003], [4.039, 14.355, 15.380], [3.513, 12.707, 15.810], [3.673, 13.905, 17.137], [3.594, 16.260, 15.341], [3.322, 18.525, 16.555], [1.193, 19.091, 17.688], [-0.691, 17.372, 17.700], [-2.934, 10.893, 17.363], [-5.202, 11.672, 18.107], [-6.749, 13.567, 18.019], [-7.232, 15.939, 18.505], [-5.218, 17.643, 18.302], [-2.908, 16.634, 18.231], [1.156, 11.003, 16.663], [0.680, 11.787, 17.000], [1.428, 11.143, 15.783], [-0.441, 12.069, 22.255], [-0.390, 12.337, 23.196], [-1.319, 11.511, 22.102], [-2.304, 10.834, 20.886], [-3.201, 9.564, 20.633], [-3.488, 9.054, 21.889], [-2.419, 8.785, 19.786], [-4.346, 10.077, 19.881]], "atomic_forces_ev_per_a": [[-0.390, 0.082, 0.245], [0.344, -1.004, -0.523], [0.402, 2.107, 0.855], [0.209, 1.464, -0.168], [-1.288, -0.352, -0.459], [-0.751, -0.575, -0.121], [2.052, 1.176, 0.506], [1.468, 0.223, -0.268], [-1.633, -1.266, -1.287], [0.634, 1.003, 0.892], [1.704, -0.375, -0.367], [-0.597, 0.640, 0.693], [0.094, -0.144, -0.190], [1.239, 1.246, 0.649], [-2.039, 0.743, -0.936], [0.579, -1.293, -0.516], [0.408, -0.339, -0.243], [1.041, -0.032, -0.127], [-0.383, -0.497, -0.126], [1.545, -0.216, -0.695], [0.757, 1.231, -0.153], [-1.318, -1.271, -0.019], [-0.496, 0.937, 0.749], [1.201, 0.816, -0.341], [-1.345, -0.309, 1.074], [0.597, -0.925, -0.382], [1.195, 1.437, -2.014], [0.057, -0.227, 0.096], [-0.885, -1.529, 1.885], [0.755, -1.830, -1.127], [-0.010, 0.281, 0.403], [1.189, 0.630, -0.309], [-0.152, 0.089, -0.581], [-0.837, -0.122, 1.166], [0.305, 0.133, -0.145], [-0.698, -0.512, -1.132], [0.465, -0.453, 0.002], [0.126, -0.283, 0.784], [-0.808, 0.005, 1.081], [-0.177, -0.033, -0.582], [-0.124, -0.575, 0.568], [-0.585, -0.152, -0.181], [-0.596, -0.913, -0.074], [-0.773, -0.034, 0.339], [-0.557, 0.093, 0.001], [0.242, 0.327, 0.153], [-0.744, -0.842, 0.349], [0.458, 0.243, -0.056], [0.891, -0.764, -1.071], [0.403, 0.111, 0.224], [-0.019, -0.164, 0.001], [-0.566, 1.095, 0.253], [-0.880, -0.040, 0.060], [-0.167, 0.238, 0.448], [-0.306, -0.570, 0.302], [0.043, 0.186, -0.329], [0.024, 0.112, 0.733], [0.003, 0.235, -0.284], [-0.300, -0.057, -0.068], [-0.773, 0.785, 0.355], [0.079, -0.151, -0.192], [0.114, -0.673, 0.400], [0.387, 0.109, -0.733], [-0.130, -0.166, -0.755], [0.216, -0.023, 0.481], [-0.427, 1.306, 0.235], [-0.591, -0.199, 0.135], [0.136, -0.205, -0.260], [0.128, 0.092, 0.553], [-0.208, -0.482, 0.191], [0.377, 0.175, -0.433], [0.188, 0.418, -0.414], [-0.579, -0.084, -0.943], [0.567, 0.100, 0.640], [-0.359, -0.082, 0.180], [-0.434, 0.330, 0.303], [0.627, -0.053, 0.034], [0.097, -0.100, 0.767], [-0.777, -0.296, 0.253], [-0.229, 0.343, -0.238], [-0.082, 0.142, 1.442], [0.532, 0.260, 0.902], [0.837, 1.162, -0.606], [-0.617, -0.807, -0.187], [0.647, -0.958, 0.873], [-1.771, 1.276, -0.528], [1.612, 0.334, 0.281], [-0.535, -1.376, -0.191], [-0.129, 0.319, 0.311], [2.052, 0.474, -0.430], [-0.630, -0.231, -0.720], [-2.360, -0.061, 0.712], [1.158, -1.285, -0.306], [0.118, 0.591, 0.055], [2.050, 0.520, -0.816], [-0.935, 0.024, 0.330], [0.778, -2.006, 0.839], [0.163, 1.768, 0.141], [-1.646, -0.002, 0.415], [1.576, 1.591, 0.038], [-1.240, -1.894, 0.031], [0.402, -0.146, 0.124], [-0.580, 0.434, -0.173], [-0.607, 0.092, -1.813], [-0.311, 0.655, 0.616], [0.098, 0.314, -0.447], [0.400, -0.961, -0.361], [0.605, -0.025, -0.055], [-0.107, -0.098, 0.676], [-0.461, -0.173, -0.361], [-0.079, 0.422, -0.057], [0.564, 0.200, -0.616], [-0.083, -0.719, 0.109], [-1.077, 0.091, -0.190], [-0.011, -0.631, 1.711], [-0.355, 0.181, -0.471], [0.285, 0.599, -1.460], [-1.628, -1.241, 0.533], [-0.342, -0.389, -0.919], [2.133, 1.572, 0.219], [-0.958, -1.590, -0.080], [-0.110, 3.081, -0.897], [0.000, -0.190, -0.781], [-0.113, -0.488, 0.428], [1.344, -1.159, 1.481]]}